Entry 1:
ORCA calculation (ωB97M-V with the def2-TZVPD basis set) on a structure of composition C33H41BN13W in a non-equilibrium geometry.

The energy above the lowest of the compared OMol25 structures with the same formula, charge and spin is 495.14 kJ/mol. The net charge is +3. The value obtained for the frontier orbital gap (spin up / spin down) is 6.326 / 5.379 eV. Its multiplicity is 3.

Geometry (Å):
1 W 0.925 -0.515 0.134
2 C 1.629 -4.510 1.812
3 C 0.519 -4.110 0.882
4 N 1.617 -1.740 1.330
5 C 2.389 -1.556 2.331
6 C 2.835 -2.656 3.139
7 C 2.469 -4.006 2.757
8 C 3.741 -2.325 4.117
9 C 4.186 -0.995 4.240
10 C 3.779 0.074 3.427
11 C 2.838 -0.186 2.447
12 N 2.283 0.541 1.442
13 C 2.575 1.871 1.135
14 C 3.067 2.859 1.949
15 C 3.367 4.138 1.421
16 C 3.151 4.439 0.107
17 C 2.578 3.463 -0.743
18 C 2.240 3.691 -2.093
19 C 1.654 2.689 -2.826
20 C 1.408 1.457 -2.216
21 N 1.715 1.204 -0.955
22 C 2.299 2.191 -0.212
23 H 1.804 -5.573 1.660
24 H -0.083 -5.017 0.788
25 H 3.071 -4.759 3.253
26 H 4.139 -3.089 4.771
27 H 4.928 -0.779 5.000
28 H 4.238 1.039 3.566
29 H 3.214 2.680 3.003
30 H 3.777 4.891 2.081
31 H 3.402 5.413 -0.294
32 H 2.442 4.658 -2.539
33 H 1.391 2.831 -3.865
34 H 0.980 0.636 -2.778
35 B 0.923 -3.977 -0.719
36 N -0.492 -3.108 1.324
37 C -1.448 -3.377 2.209
38 C -2.430 -2.400 2.130
39 C -1.973 -1.554 1.140
40 N -0.793 -1.961 0.641
41 N 2.100 -3.010 -1.137
42 C 3.227 -3.409 -1.703
43 C 3.923 -2.315 -2.225
44 C 3.133 -1.241 -1.931
45 N 2.006 -1.644 -1.273
46 H -0.075 -3.568 -1.265
47 H 1.248 -5.071 -1.106
48 H -1.395 -4.262 2.826
49 H -3.342 -2.335 2.700
50 H -2.444 -0.663 0.758
51 H 3.474 -4.459 -1.725
52 H 4.866 -2.320 -2.745
53 H 3.318 -0.206 -2.148
54 C -3.313 4.474 -0.195
55 C -3.310 4.240 1.318
56 C -4.285 3.135 1.718
57 C -1.924 3.996 1.906
58 N -1.307 2.722 1.453
59 C -1.046 2.270 0.237
60 N -0.569 1.052 0.350
61 N -0.513 0.791 1.685
62 N -0.957 1.782 2.347
63 H -4.206 5.027 -0.484
64 H -3.344 3.527 -0.747
65 H -2.452 5.060 -0.531
66 H -3.632 5.168 1.797
67 H -4.000 2.174 1.271
68 H -5.290 3.372 1.368
69 H -4.334 3.008 2.801
70 H -1.986 3.900 2.987
71 H -1.234 4.804 1.669
72 H -1.185 2.827 -0.675
73 N -4.103 -1.754 -3.767
74 C -2.756 -2.421 -3.909
75 C -1.916 -2.123 -2.676
76 N -1.745 -0.686 -2.414
77 C -3.051 -0.029 -2.329
78 C -3.953 -0.273 -3.536
79 H -4.602 -2.174 -2.980
80 H -4.675 -1.926 -4.596
81 H -2.304 -2.024 -4.817
82 H -2.914 -3.491 -4.033
83 H -0.946 -2.599 -2.793
84 H -2.378 -2.571 -1.792
85 H -1.214 -0.274 -3.176
86 H -2.927 1.048 -2.223
87 H -3.553 -0.394 -1.427
88 H -3.526 0.145 -4.447
89 H -4.943 0.152 -3.386


Entry 2:
ORCA calculation (ωB97M-V with the def2-TZVPD basis set) on a structure of composition C33H41Br15N2OS in a non-equilibrium geometry.

The value obtained for the frontier orbital gap is 7.699 eV.

Geometry (Å):
1 O 4.443 -1.172 0.458
2 C 4.494 -1.834 -0.524
3 Br 5.094 -3.724 -0.512
4 C 4.060 -1.187 -1.855
5 C 2.562 -0.924 -1.781
6 C 1.646 -1.941 -1.644
7 C 0.270 -1.691 -1.611
8 C -0.129 -0.370 -1.718
9 C 0.793 0.668 -1.848
10 C 0.213 2.064 -1.976
11 C 0.274 2.878 -0.853
12 C -0.286 4.151 -0.951
13 C -0.847 4.533 -2.169
14 C -0.831 3.606 -3.202
15 N -0.303 2.388 -3.158
16 C 2.148 0.407 -1.885
17 S -1.877 0.040 -1.727
18 C -2.568 -1.418 -0.960
19 C -3.841 -1.278 -0.413
20 C -4.442 -2.371 0.188
21 C -3.739 -3.576 0.222
22 C -2.482 -3.697 -0.319
23 C -1.862 -2.598 -0.935
24 N -0.577 -2.828 -1.504
25 H 4.634 -0.254 -1.925
26 H 4.360 -1.808 -2.711
27 H 1.984 -2.980 -1.573
28 H 0.708 2.545 0.088
29 H -0.281 4.850 -0.113
30 H -1.305 5.508 -2.326
31 H -1.291 3.909 -4.150
32 H 2.867 1.216 -2.016
33 H -4.330 -0.308 -0.499
34 H -5.448 -2.248 0.585
35 H -4.258 -4.420 0.681
36 H -2.005 -4.676 -0.259
37 H -0.608 -3.382 -2.351
38 Br -0.602 -0.062 1.849
39 C 0.545 1.040 2.964
40 C -0.259 1.939 3.865
41 Br -0.991 3.459 2.890
42 H 1.207 1.585 2.296
43 H 1.131 0.335 3.554
44 H 0.375 2.375 4.635
45 H -1.098 1.432 4.333
46 Br -7.330 0.603 -4.324
47 C -5.605 -0.138 -4.838
48 C -5.509 -1.599 -4.491
49 Br -5.208 -1.846 -2.574
50 H -4.846 0.466 -4.348
51 H -5.541 0.008 -5.915
52 H -4.647 -2.050 -4.978
53 H -6.403 -2.160 -4.751
54 Br -6.593 2.534 -0.651
55 C -8.474 2.734 -0.197
56 C -9.268 3.257 -1.365
57 Br -8.989 5.166 -1.620
58 H -8.522 3.380 0.675
59 H -8.810 1.735 0.076
60 H -10.335 3.147 -1.180
61 H -9.012 2.771 -2.302
62 Br 2.463 -2.750 1.921
63 C 2.843 -3.083 3.796
64 C 1.656 -3.691 4.495
65 Br 0.292 -2.347 4.850
66 H 3.153 -2.136 4.227
67 H 3.685 -3.774 3.803
68 H 1.942 -4.078 5.472
69 H 1.178 -4.480 3.923
70 Br 8.394 -3.106 -2.203
71 C 9.508 -1.964 -1.091
72 C 8.668 -1.103 -0.184
73 Br 7.881 0.388 -1.165
74 H 10.140 -1.386 -1.758
75 H 10.127 -2.647 -0.512
76 H 9.283 -0.643 0.586
77 H 7.851 -1.645 0.284
78 Br -3.984 -3.348 6.936
79 C -2.508 -2.177 7.423
80 C -2.993 -0.799 7.787
81 Br -3.462 0.230 6.201
82 H -1.819 -2.172 6.585
83 H -2.035 -2.655 8.278
84 H -2.200 -0.231 8.270
85 H -3.869 -0.810 8.428
86 Br 5.352 2.153 -3.435
87 C 6.794 3.362 -2.931
88 C 6.264 4.709 -2.518
89 Br 5.732 5.769 -4.061
90 H 7.474 3.412 -3.776
91 H 7.295 2.879 -2.095
92 H 7.041 5.290 -2.027
93 H 5.397 4.643 -1.867


Entry 3:
ORCA calculation (ωB97M-V with the def2-TZVPD basis set) on a structure of composition C33H41CoGeIN2O2S2 in a non-equilibrium geometry.

The energy above the lowest of the compared OMol25 structures with the same formula, charge and spin is 94.84 kJ/mol. The net charge is +3. The value obtained for the frontier orbital gap (spin up / spin down) is 6.401 / 2.849 eV. Its multiplicity is 5.

Geometry (Å):
1 Co 0.271 -0.426 0.378
2 S 0.903 -1.735 2.194
3 C 1.579 -3.112 1.474
4 N 2.162 -4.049 2.205
5 C 2.794 -5.177 1.544
6 C 1.948 -5.607 0.357
7 N 1.725 -4.471 -0.517
8 C 1.672 -4.732 -1.940
9 C 3.044 -5.018 -2.501
10 C 3.332 -6.249 -3.081
11 C 4.581 -6.476 -3.637
12 C 5.553 -5.479 -3.597
13 C 5.275 -4.253 -3.001
14 C 4.027 -4.026 -2.452
15 C 1.547 -3.271 0.009
16 S 1.339 -1.905 -0.978
17 C 2.330 -3.974 3.642
18 C 1.459 -4.961 4.388
19 C 0.076 -4.968 4.193
20 C -0.727 -5.814 4.934
21 C -0.160 -6.667 5.875
22 C 1.218 -6.670 6.067
23 C 2.025 -5.826 5.322
24 H 2.888 -6.004 2.252
25 H 3.800 -4.876 1.222
26 H 0.981 -5.992 0.706
27 H 2.461 -6.394 -0.198
28 H 1.246 -3.860 -2.440
29 H 1.012 -5.586 -2.104
30 H 2.578 -7.019 -3.126
31 H 4.799 -7.425 -4.103
32 H 6.522 -5.652 -4.041
33 H 6.027 -3.478 -2.974
34 H 3.799 -3.067 -2.011
35 H 2.088 -2.960 3.974
36 H 3.382 -4.173 3.863
37 H -0.367 -4.290 3.478
38 H -1.796 -5.803 4.790
39 H -0.790 -7.313 6.465
40 H 1.659 -7.328 6.799
41 H 3.093 -5.827 5.482
42 I -8.475 1.972 0.273
43 C -6.403 1.562 0.074
44 C -5.903 0.311 0.435
45 C -4.538 0.089 0.421
46 C -3.667 1.119 0.057
47 C -4.192 2.346 -0.370
48 C -5.550 2.571 -0.366
49 C -2.197 1.001 0.138
50 O -1.606 -0.095 0.146
51 O -1.578 2.123 0.222
52 H -6.575 -0.475 0.750
53 H -4.146 -0.866 0.737
54 H -3.522 3.131 -0.688
55 H -5.946 3.526 -0.675
56 C -0.740 6.329 2.101
57 C -0.130 5.897 0.782
58 C -1.157 5.338 -0.196
59 C -0.530 4.440 -1.248
60 Ge 0.103 2.658 -0.513
61 C 1.431 2.179 0.951
62 C 1.113 2.545 2.397
63 C 2.392 2.578 3.240
64 C 3.177 3.870 3.064
65 H 0.017 6.759 2.750
66 H -1.209 5.484 2.604
67 H -1.512 7.081 1.947
68 H 0.641 5.132 0.964
69 H 0.388 6.747 0.326
70 H -1.651 6.169 -0.709
71 H -1.941 4.799 0.347
72 H 0.327 4.919 -1.716
73 H -1.240 4.180 -2.037
74 H 0.229 1.488 -1.549
75 H 2.382 2.632 0.658
76 H 1.563 1.062 0.858
77 H 0.402 1.824 2.810
78 H 0.637 3.527 2.441
79 H 3.020 1.722 2.983
80 H 2.122 2.469 4.291
81 H 3.427 4.053 2.019
82 H 4.107 3.832 3.625
83 H 2.603 4.721 3.425


E_tot for every record listed, in sequence, given in eV: -56733.9848; -1101387.4132; -165850.7550.